No. 1
ORCA calculation (ωB97M-V/def2-TZVPD) on a structure of composition C3H9NO3S in a non-equilibrium geometry.

Each line ends with the Löwdin charge.
CARTESIAN COORDINATES (ANGSTROEM)
1 C 3.38 0.74 0.30  -0.173
2 C 2.58 -0.47 -0.43  -0.284
3 C 1.09 -0.87 0.06  -0.222
4 H 4.01 1.46 -0.72  0.146
5 H 2.29 1.49 0.79  0.138
6 H 4.01 0.51 1.40  0.105
7 H 3.20 -1.38 -0.47  0.084
8 H 2.38 -0.24 -1.59  0.138
9 H 1.04 -1.85 -0.52  0.122
10 H 0.72 -1.22 1.13  0.153
11 H -1.31 1.18 -1.76  0.228
12 H -1.73 2.11 -0.17  0.029
13 N -2.01 1.29 -0.67  -0.094
14 O 0.23 0.25 -0.38  -0.318
15 O -1.81 -1.20 -0.52  -0.289
16 O -1.28 0.05 1.54  -0.262
17 S -1.25 -0.02 0.12  0.500

Properties
Relative energy (zero: lowest compared OMol25 entry of this formula, charge and spin), kJ/mol: 597.7
Kohn-Sham gap, eV: 11.27
HOMO, Eh: -0.4044


No. 2
ORCA calculation (ωB97M-V/def2-TZVPD) on an isolated molecule of C3H6N4.

Each line ends with the Löwdin charge.
CARTESIAN COORDINATES (ANGSTROEM)
1 C 0.82 -2.26 -0.27  -0.026
2 N 0.19 -0.98 -0.09  -0.292
3 N -1.09 -0.86 0.20  0.084
4 C -1.27 0.46 0.31  -0.099
5 C -0.04 1.09 0.06  -0.411
6 N 0.26 2.46 0.13  0.090
7 N 0.87 0.16 -0.17  0.135
8 H 1.55 -2.45 0.53  0.089
9 H 0.01 -3.00 -0.25  0.087
10 H 1.30 -2.28 -1.25  0.084
11 H -2.24 0.88 0.53  0.096
12 H 1.18 2.66 -0.26  0.084
13 H -0.46 3.03 -0.28  0.080

Properties
Relative energy (zero: lowest compared OMol25 entry of this formula, charge and spin), kJ/mol: 81.3
Kohn-Sham gap, eV: 9.63
HOMO, Eh: -0.3134
SMILES string: Cn1ncc(N)n1


No. 3
ORCA calculation (ωB97M-V/def2-TZVPD) on the ion C8H5FNO2S with charge -1 in a non-equilibrium geometry.

Each line ends with the Löwdin charge.
CARTESIAN COORDINATES (ANGSTROEM)
1 C 3.59 -0.95 1.08  -0.305
2 C -2.79 -0.45 -0.03  -0.140
3 C -1.88 -0.76 -1.03  -0.113
4 C -2.47 0.54 0.88  -0.122
5 C -0.67 -0.11 -1.11  -0.055
6 C -1.26 1.19 0.82  -0.031
7 C -0.32 0.88 -0.17  -0.401
8 C 2.74 -0.80 0.02  -0.526
9 N 4.33 -1.10 1.96  0.097
10 O 3.39 1.60 -0.60  -0.493
11 O 0.86 1.46 -0.15  -0.250
12 F 2.03 -1.92 -0.42  -0.095
13 S 2.39 0.59 -0.91  0.976
14 H -3.73 -0.98 0.04  0.083
15 H -2.11 -1.54 -1.75  0.094
16 H -3.17 0.79 1.67  0.091
17 H 0.05 -0.38 -1.87  0.085
18 H -0.99 1.95 1.55  0.106

Properties
Charge: -1
Relative energy (zero: lowest compared OMol25 entry of this formula, charge and spin), kJ/mol: 37.8
Kohn-Sham gap, eV: 7.60
HOMO, Eh: -0.1529


No. 4
ORCA calculation (ωB97M-V/def2-TZVPD) on an isolated molecule of C5H8N2O in a non-equilibrium geometry.

Each line ends with the Löwdin charge.
CARTESIAN COORDINATES (ANGSTROEM)
1 H -1.39 1.48 1.65  0.058
2 N -1.26 1.56 0.65  0.182
3 C -0.74 0.55 0.09  -0.334
4 C -0.57 0.54 -1.41  -0.137
5 C 0.81 0.09 -1.78  -0.286
6 N 1.04 -0.63 -2.76  0.111
7 H 2.00 -0.90 -2.93  0.056
8 C -0.10 -0.65 0.77  -0.396
9 C 0.17 -0.52 2.24  -0.017
10 O -0.15 -1.74 0.21  0.109
11 H -0.75 1.54 -1.79  0.122
12 H -1.28 -0.17 -1.85  0.128
13 H 1.55 0.33 -0.93  0.140
14 H 0.75 0.39 2.44  0.087
15 H -0.78 -0.46 2.79  0.092
16 H 0.70 -1.40 2.60  0.086

Properties
Relative energy (zero: lowest compared OMol25 entry of this formula, charge and spin), kJ/mol: 167.7
Kohn-Sham gap, eV: 9.52
HOMO, Eh: -0.3558
SMILES string: [H]/N=C(/C/C=N/[H])C(C)=O


No. 5
ORCA calculation (ωB97M-V/def2-TZVPD) on the ion C4H14N4 with charge +2 in a non-equilibrium geometry.

Each line ends with the Löwdin charge.
CARTESIAN COORDINATES (ANGSTROEM)
1 C 1.33 1.63 -0.60  -0.033
2 N 1.67 0.29 -0.24  -0.005
3 N 0.94 -0.54 0.43  -0.046
4 C 1.59 -1.72 0.83  -0.009
5 C -0.76 -0.58 0.03  -0.199
6 C -1.56 -0.24 1.24  -0.014
7 N -1.15 0.01 -1.18  0.109
8 N -1.92 1.14 -1.15  0.272
9 H 2.19 2.33 -0.61  0.125
10 H 0.86 1.81 -1.55  0.090
11 H 0.70 2.10 0.26  0.145
12 H 2.52 -0.07 -0.82  0.238
13 H 1.04 -2.08 1.78  0.152
14 H 1.62 -2.47 0.08  0.110
15 H 2.56 -1.62 1.24  0.111
16 H -0.75 -1.60 -0.25  0.156
17 H -2.63 -0.65 1.20  0.161
18 H -1.55 0.83 1.60  0.127
19 H -1.14 -0.89 1.96  0.082
20 H -0.85 -0.29 -2.04  0.155
21 H -2.29 1.41 -1.97  0.121
22 H -2.41 1.22 -0.24  0.149

Properties
Charge: +2
Relative energy (zero: lowest compared OMol25 entry of this formula, charge and spin), kJ/mol: 649.0
Kohn-Sham gap (alpha / beta), eV: 9.58 / 6.53
HOMO (alpha / beta), Eh: -0.7130 / -0.6483
SMILES string: C/[NH+]=[N+](/C)[C@@H](C)NN


No. 6
ORCA calculation (ωB97M-V/def2-TZVPD) on a cluster of 3 separate species, C20H33F5N2O8P2S in total in a non-equilibrium geometry.

Each line ends with the Löwdin charge.
CARTESIAN COORDINATES (ANGSTROEM)
1 F 1.07 -2.06 2.11  -0.076
2 C 0.58 -1.09 1.07  0.003
3 C 0.04 -1.77 -0.35  0.067
4 C -0.48 -0.82 -1.59  -0.244
5 N -1.00 -1.19 -2.96  -0.249
6 S -1.26 0.42 -3.64  0.904
7 N -0.84 1.66 -2.44  -0.237
8 C -0.40 0.78 -1.28  -0.231
9 C 0.08 1.51 0.11  0.091
10 C 0.59 0.55 1.34  0.018
11 C 1.08 1.26 2.74  -0.203
12 F 1.01 2.75 2.50  -0.031
13 F 2.48 0.98 3.12  0.012
14 C -0.03 0.95 3.92  -0.076
15 F -1.35 1.45 3.40  -0.034
16 F -0.23 -0.49 4.22  -0.027
17 H 0.04 -2.94 -0.46  0.109
18 H 0.04 2.70 0.13  0.129
19 H 0.28 1.47 4.94  0.193
20 C -3.23 6.91 -6.16  -0.085
21 C -4.62 6.41 -6.48  -0.300
22 O -4.67 4.99 -6.42  -0.230
23 P -5.30 4.21 -5.09  0.754
24 O -6.53 5.14 -4.97  -0.256
25 O -6.09 3.01 -5.92  -0.231
26 C -7.48 2.79 -5.75  -0.309
27 C -8.25 3.47 -6.87  -0.077
28 O -3.93 3.16 -5.23  -0.209
29 C -2.63 3.64 -4.93  -0.313
30 C -2.51 4.12 -3.50  -0.104
31 H -2.96 6.67 -5.13  0.063
32 H -3.17 8.00 -6.28  0.078
33 H -2.48 6.45 -6.81  0.078
34 H -5.34 6.89 -5.80  0.101
35 H -4.89 6.70 -7.50  0.121
36 H -7.81 3.13 -4.76  0.104
37 H -7.66 1.71 -5.80  0.114
38 H -8.02 4.54 -6.93  0.071
39 H -9.33 3.36 -6.72  0.076
40 H -7.98 3.04 -7.84  0.078
41 H -2.35 4.42 -5.64  0.096
42 H -1.94 2.81 -5.09  0.084
43 H -3.21 4.93 -3.29  0.066
44 H -1.49 4.47 -3.31  0.083
45 H -2.74 3.31 -2.81  0.056
46 C 6.45 -6.43 6.72  -0.086
47 C 5.75 -5.08 6.76  -0.301
48 O 5.60 -4.56 5.44  -0.231
49 P 4.13 -4.67 4.65  0.754
50 O 3.30 -4.24 5.88  -0.254
51 O 4.18 -3.16 3.95  -0.222
52 C 3.13 -2.23 4.16  -0.319
53 C 3.51 -1.25 5.26  -0.071
54 O 5.07 -5.14 3.27  -0.206
55 C 5.72 -6.39 3.25  -0.306
56 C 4.75 -7.55 3.37  -0.085
57 H 5.84 -7.17 6.20  0.063
58 H 6.65 -6.79 7.73  0.078
59 H 7.40 -6.36 6.18  0.078
60 H 4.81 -5.18 7.29  0.101
61 H 6.37 -4.37 7.32  0.120
62 H 2.18 -2.74 4.38  0.101
63 H 2.98 -1.68 3.23  0.091
64 H 3.77 -1.77 6.19  0.073
65 H 2.69 -0.56 5.46  0.062
66 H 4.39 -0.68 4.97  0.081
67 H 6.49 -6.43 4.02  0.093
68 H 6.24 -6.46 2.29  0.126
69 H 4.18 -7.50 4.30  0.064
70 H 5.28 -8.50 3.34  0.084
71 H 4.02 -7.52 2.55  0.083

Properties
Kohn-Sham gap, eV: 6.99
HOMO, Eh: -0.3416
SMILES string: Fc1cc2nsnc2cc1C(F)(F)C(F)F.CCOP(=O)(OCC)OCC.CCOP(=O)(OCC)OCC


No. 7
ORCA calculation (ωB97M-V/def2-TZVPD) on a cluster of 7 separate species, C11H36IN16O7P2 in total in a non-equilibrium geometry.

Each line ends with the Löwdin charge.
CARTESIAN COORDINATES (ANGSTROEM)
1 C -6.62 -1.17 -0.71  -0.137
2 C -5.51 -2.23 -0.75  -0.384
3 P -3.82 -1.77 -0.22  1.070
4 C -3.36 -2.30 1.47  -0.416
5 C -4.25 -3.45 1.96  -0.140
6 N -3.65 0.02 -0.36  -0.174
7 C -3.02 0.57 -1.39  -0.108
8 N -3.03 1.89 -1.28  0.089
9 N -3.66 2.19 -0.17  0.070
10 N -4.04 1.08 0.40  -0.311
11 P -4.90 1.25 1.98  0.574
12 O -5.55 -0.22 2.05  -0.392
13 I -2.97 1.18 3.48  0.477
14 H -7.13 -1.16 0.24  0.057
15 H -7.37 -1.42 -1.47  0.080
16 H -6.23 -0.19 -0.96  0.052
17 H -5.81 -3.14 -0.25  0.075
18 H -5.38 -2.51 -1.80  0.069
19 H -3.40 -1.52 2.22  -0.013
20 H -2.34 -2.67 1.41  0.075
21 H -4.09 -3.59 3.03  0.081
22 H -5.31 -3.24 1.83  0.056
23 H -3.99 -4.39 1.49  0.083
24 H -2.57 0.01 -2.19  0.140
25 H -6.12 -0.24 2.84  0.083
26 C -1.23 2.87 -4.78  -0.686
27 O -2.33 3.27 -5.13  0.003
28 N -0.14 2.87 -5.57  0.171
29 N -1.02 2.37 -3.51  0.141
30 H 0.76 2.53 -5.26  0.051
31 H -0.24 3.23 -6.50  0.105
32 H -1.81 2.37 -2.90  0.024
33 H -0.13 2.04 -3.20  0.091
34 C 3.81 2.66 -4.86  -0.663
35 O 2.66 2.37 -4.55  -0.010
36 N 4.16 3.91 -5.26  0.174
37 N 4.82 1.74 -4.81  0.150
38 H 5.09 4.16 -5.51  0.099
39 H 3.43 4.61 -5.30  0.059
40 H 4.58 0.81 -4.52  0.099
41 H 5.76 1.95 -5.06  0.093
42 C 1.85 7.38 -5.83  -0.663
43 O 2.29 6.24 -5.69  0.011
44 N 0.97 7.69 -6.82  0.159
45 N 2.20 8.40 -5.01  0.155
46 H 0.59 8.61 -6.96  0.096
47 H 0.69 6.96 -7.44  0.105
48 H 2.85 8.20 -4.27  0.105
49 H 1.85 9.34 -5.10  0.095
50 C 0.82 -1.81 5.40  -0.659
51 O 1.84 -2.42 5.67  0.018
52 N 0.05 -2.08 4.31  0.163
53 N 0.36 -0.77 6.18  0.151
54 H -0.78 -1.57 4.09  0.059
55 H 0.37 -2.78 3.67  0.074
56 H 0.88 -0.53 7.00  0.104
57 H -0.46 -0.26 5.94  0.071
58 C 2.79 -3.03 2.05  -0.670
59 O 1.66 -2.56 1.91  -0.028
60 N 3.64 -3.16 0.98  0.149
61 N 3.27 -3.46 3.23  0.183
62 H 4.57 -3.54 1.06  0.096
63 H 3.31 -2.85 0.09  0.095
64 H 2.68 -3.37 4.04  0.064
65 H 4.19 -3.86 3.35  0.073
66 C 5.51 -5.10 6.00  -0.674
67 O 5.67 -4.89 4.80  0.005
68 N 5.33 -6.36 6.50  0.152
69 N 5.49 -4.09 6.91  0.159
70 H 5.19 -6.55 7.47  0.093
71 H 5.33 -7.12 5.84  0.103
72 H 5.62 -3.16 6.57  0.106
73 H 5.36 -4.24 7.90  0.094

Properties
Charge: +1
Relative energy (zero: lowest compared OMol25 entry of this formula, charge and spin), kJ/mol: 0.0
Kohn-Sham gap, eV: 6.37
HOMO, Eh: -0.3960


No. 8
ORCA calculation (ωB97M-V/def2-TZVPD) on a structure of composition C41H36FeN8O3S4 in a non-equilibrium geometry.

Each line ends with the Löwdin charge.
CARTESIAN COORDINATES (ANGSTROEM)
1 Fe -0.15 0.45 -0.58  0.426
2 C -1.39 -0.68 3.37  -0.042
3 C -1.52 -0.34 1.91  -0.211
4 N -0.60 0.54 1.32  -0.029
5 N 0.35 0.92 2.16  -0.091
6 C 0.92 2.08 2.35  -1.171
7 S 0.40 3.62 1.93  0.565
8 S 2.42 1.87 3.33  0.828
9 C 2.10 3.09 4.69  -0.447
10 C 1.13 2.52 5.67  -0.302
11 C -0.25 2.63 5.45  -0.050
12 C -1.15 2.00 6.29  -0.093
13 C -0.71 1.26 7.38  -0.114
14 C 0.66 1.16 7.61  -0.108
15 C 1.56 1.77 6.77  -0.064
16 C -2.60 -0.87 1.20  -0.137
17 C -3.57 -1.69 1.86  -0.059
18 C -4.69 -2.16 1.22  -0.142
19 C -4.92 -1.85 -0.12  -0.144
20 C -3.98 -1.09 -0.82  -0.047
21 C -2.81 -0.62 -0.21  -0.360
22 O -1.95 0.01 -0.95  -0.168
23 H -0.61 -0.07 3.83  0.057
24 H -1.09 -1.73 3.47  0.082
25 H -2.33 -0.51 3.90  0.071
26 H 1.73 3.98 4.19  0.023
27 H 3.08 3.27 5.14  0.064
28 H -0.60 3.20 4.60  0.083
29 H -2.22 2.08 6.09  0.100
30 H -1.41 0.77 8.03  0.089
31 H 1.01 0.58 8.46  0.091
32 H 2.63 1.67 6.95  0.105
33 H -3.41 -1.96 2.89  0.087
34 H -5.40 -2.78 1.76  0.084
35 H -5.81 -2.21 -0.63  0.081
36 H -4.11 -0.87 -1.87  0.108
37 C -3.44 -7.18 -1.61  -0.065
38 C -2.42 -6.12 -1.28  -0.281
39 C -1.06 -6.41 -1.32  -0.055
40 C -0.13 -5.45 -0.95  -0.066
41 C -0.55 -4.20 -0.54  -0.266
42 C -1.90 -3.89 -0.51  -0.018
43 C -2.83 -4.85 -0.89  -0.021
44 S 0.62 -2.99 0.05  0.606
45 O 0.38 -2.83 1.46  -0.287
46 O 1.93 -3.47 -0.35  -0.316
47 N 0.24 -1.60 -0.68  -0.139
48 C 0.38 -1.46 -2.03  -0.389
49 C 0.73 -2.43 -3.00  0.000
50 C 0.88 -2.01 -4.31  -0.077
51 C 0.66 -0.68 -4.66  -0.079
52 C 0.29 0.20 -3.67  -0.098
53 N 0.16 -0.19 -2.41  -0.011
54 H -3.02 -7.96 -2.25  0.067
55 H -4.31 -6.75 -2.11  0.072
56 H -3.80 -7.66 -0.69  0.078
57 H -0.73 -7.39 -1.64  0.102
58 H 0.94 -5.67 -0.96  0.108
59 H -2.21 -2.91 -0.20  0.089
60 H -3.89 -4.60 -0.87  0.107
61 H 0.92 -3.44 -2.70  0.090
62 H 1.16 -2.73 -5.07  0.098
63 H 0.79 -0.34 -5.68  0.090
64 H 0.11 1.25 -3.86  0.118
65 S 2.05 0.79 -0.54  0.752
66 C 1.96 2.20 -1.65  -0.717
67 N 3.01 2.63 -2.32  0.033
68 N 4.19 2.03 -2.03  -0.043
69 C 5.23 2.02 -2.90  -0.257
70 C 5.21 2.77 -4.09  -0.042
71 C 6.28 2.71 -4.97  -0.126
72 C 7.39 1.92 -4.69  -0.151
73 C 7.43 1.20 -3.50  -0.131
74 C 6.38 1.26 -2.61  -0.046
75 N 0.80 2.82 -1.81  -0.014
76 N -0.27 2.33 -1.21  -0.084
77 C -1.32 3.24 -1.15  -0.268
78 C -2.64 2.86 -0.88  -0.021
79 C -3.66 3.80 -0.82  -0.112
80 C -3.40 5.15 -1.02  -0.143
81 C -2.10 5.55 -1.29  -0.124
82 C -1.08 4.62 -1.36  -0.058
83 H 4.18 1.35 -1.27  0.054
84 H 4.34 3.38 -4.29  0.090
85 H 6.24 3.27 -5.89  0.089
86 H 8.21 1.85 -5.40  0.077
87 H 8.29 0.59 -3.27  0.089
88 H 6.40 0.69 -1.68  0.105
89 H -2.87 1.82 -0.73  0.080
90 H -4.67 3.47 -0.62  0.090
91 H -4.20 5.88 -0.96  0.077
92 H -1.87 6.60 -1.43  0.086
93 H -0.06 4.92 -1.56  0.090

Properties
Charge: -2
Spin multiplicity: 5
Relative energy (zero: lowest compared OMol25 entry of this formula, charge and spin), kJ/mol: 0.0
Kohn-Sham gap (alpha / beta), eV: 4.36 / 5.32
HOMO (alpha / beta), Eh: -0.0158 / -0.0747